# 1
The following is a DFT calculation (ωB97M-V with the def2-TZVPD basis set) of an isolated ion of composition C4H7N4O2S and charge +1.

The total charge is +1. As for the LUMO energy: -6.5296 eV. The orbital gap comes out at 0.27429 Eh. As for the max |F|: 3.61 eV/Å. The energy above the lowest of the compared OMol25 structures with the same formula, charge and spin comes out at 100.3 kcal/mol. The HOMO energy comes out at -13.99 eV.

Each line ends with the Mulliken charge.
Cartesian coordinates (Å):
C -0.78393 -1.39984 3.09290  0.61
C -1.91608 0.75339 2.43285  0.40
C -0.34826 -1.92511 0.60688  -0.59
C 1.18794 1.55845 -1.39626  -0.73
N -1.56251 -0.52866 2.39413  -0.07
N -1.51967 1.58938 1.38060  0.01
N -0.63185 1.26419 0.51967  0.01
N -0.33931 -1.11521 1.81524  -0.17
O -0.65010 -1.87700 4.13566  -0.37
O -2.67466 1.25353 3.19826  -0.48
S -0.06475 2.41675 -0.46803  0.23
H 0.79004 -1.98259 0.28741  0.23
H -0.86245 -1.25819 -0.13074  0.25
H -0.81193 -2.91151 0.65927  0.34
H 1.09636 0.51648 -1.55817  0.30
H 2.14578 2.04006 -1.06265  0.34
H 1.05878 2.07647 -2.38249  0.34
H -1.81784 2.60041 1.59032  0.34

***

# 2
The following is a DFT calculation (ωB97M-V with the def2-TZVPD basis set) of a 2-piece molecular cluster, C5H13NO overall.

As for the SMILES: C[C@@H]1CCCN1.O. The total charge is 0. As for the LUMO energy: 0.9442 eV. The orbital gap comes out at 0.38911 Eh. As for the max |F|: 1.12 eV/Å. The energy above the lowest of the compared OMol25 structures with the same formula, charge and spin comes out at 16.7 kcal/mol. The HOMO energy comes out at -9.64 eV.

Each line ends with the Mulliken charge.
Cartesian coordinates (Å):
C -0.84652 1.43927 0.60204  -1.47
C -0.62582 -0.06544 0.69668  0.21
C 0.68042 -0.34054 1.48603  -0.77
C 1.31543 -1.47444 0.69141  -0.56
C 1.02974 -1.04099 -0.72184  -0.68
N -0.41553 -0.64424 -0.68625  -0.41
H -0.58515 1.92474 1.54089  0.38
H -1.90230 1.68938 0.42950  0.30
H -0.25931 1.87357 -0.20129  0.35
H -1.42522 -0.59658 1.21193  0.40
H 1.29412 0.55109 1.38612  0.36
H 0.48045 -0.55394 2.53687  0.35
H 2.36399 -1.68529 0.92923  0.36
H 0.76140 -2.39239 0.89735  0.27
H 1.16586 -1.86371 -1.40733  0.39
H 1.61748 -0.21778 -1.10747  0.28
H -0.84573 -1.56077 -0.67815  0.30
O -1.07775 1.81923 -2.87646  -0.68
H -1.05735 0.91245 -2.50211  0.33
H -1.66821 2.22639 -2.22713  0.31

***

# 3
The following is a DFT calculation (ωB97M-V with the def2-TZVPD basis set) of the molecule C27H35N3O3S.

As for the SMILES: CCc1cccc(NC(=S)N(CCCN2CCOCC2)[C@@H](C)c2cc3cccc(OC)c3o2)c1. The total charge is 0. As for the LUMO energy: 0.6006 eV. The orbital gap comes out at 0.31625 Eh. As for the max |F|: 1.18 eV/Å. The energy above the lowest of the compared OMol25 structures with the same formula, charge and spin comes out at 3.6 kcal/mol. The HOMO energy comes out at -8.00 eV.

Each line ends with the Mulliken charge.
Cartesian coordinates (Å):
C -6.77201 -0.92313 2.38443  -1.10
C -5.83942 -1.83462 1.58442  -1.18
C -4.56574 -1.11371 1.24760  0.80
C -3.49253 -1.12243 2.13156  -0.65
C -2.34220 -0.41134 1.84137  -0.51
C -2.23680 0.30684 0.66503  -0.42
C -3.29713 0.31197 -0.23535  -0.38
N -3.25252 1.04095 -1.43194  -0.03
C -2.14017 1.59161 -2.02115  -0.08
S -2.27198 3.13120 -2.61771  -0.32
N -1.01802 0.84182 -2.13516  0.37
C 0.19119 1.50840 -2.59392  -1.67
C 0.83515 2.34707 -1.48515  -0.90
C 1.57183 1.47614 -0.46989  -0.20
N 2.29067 2.26026 0.51747  0.02
C 3.32072 1.47547 1.17712  -0.03
C 4.10110 2.37558 2.13431  -0.79
O 3.25784 2.95442 3.10088  -0.40
C 2.23874 3.69935 2.47576  -0.83
C 1.41425 2.83327 1.52488  -0.12
C -1.10865 -0.61397 -2.27284  0.66
C -1.00509 -1.02948 -3.74652  -1.62
C -0.08302 -1.31793 -1.43965  0.35
C -0.24154 -2.04893 -0.30533  -1.69
C 1.06585 -2.45233 0.10117  1.00
C 1.58657 -3.17399 1.17647  -0.94
C 2.95109 -3.31985 1.24346  -0.86
C 3.80694 -2.76953 0.28489  -0.54
C 3.31867 -2.05097 -0.79411  0.33
O 4.05843 -1.45405 -1.76878  -0.37
C 5.45887 -1.57583 -1.70537  -0.98
C 1.92808 -1.91660 -0.86875  0.30
O 1.22217 -1.24876 -1.81082  -0.39
C -4.46002 -0.38983 0.07098  -0.34
H -7.69349 -1.44474 2.63188  0.36
H -7.01936 -0.03483 1.80763  0.33
H -6.29179 -0.60759 3.30781  0.34
H -6.34214 -2.14918 0.66781  0.36
H -5.61452 -2.72536 2.17428  0.38
H -3.56359 -1.68274 3.05204  0.42
H -1.51768 -0.41057 2.53903  0.45
H -1.34599 0.87419 0.44834  0.74
H -4.09720 1.55680 -1.64551  0.39
H -0.06427 2.16326 -3.43398  0.66
H 0.89835 0.75405 -2.93170  0.64
H 1.55293 3.03322 -1.93478  0.36
H 0.06244 2.94573 -1.00274  0.30
H 0.86777 0.77718 0.01725  0.01
H 2.31303 0.88247 -1.01013  0.29
H 2.88771 0.62878 1.74198  0.21
H 3.99917 1.07657 0.41975  0.18
H 4.59905 3.16648 1.55307  0.38
H 4.84877 1.80032 2.68359  0.38
H 2.68092 4.53127 1.90748  0.39
H 1.61360 4.09666 3.27719  0.36
H 0.90231 2.04236 2.10494  0.12
H 0.66211 3.45491 1.03826  0.36
H -2.08760 -0.91879 -1.89587  0.30
H -1.71676 -0.46109 -4.34064  0.48
H -1.23498 -2.08806 -3.83829  0.38
H -0.00525 -0.85913 -4.13482  0.30
H -1.16456 -2.26788 0.19053  0.92
H 0.93476 -3.59172 1.92668  0.48
H 3.39118 -3.86867 2.06257  0.40
H 4.86872 -2.91087 0.40559  0.43
H 5.85919 -1.13018 -0.78880  0.37
H 5.84016 -1.03155 -2.56764  0.26
H 5.77355 -2.62220 -1.76840  0.36
H -5.28787 -0.36616 -0.62378  0.44

***

# 4
The following is a DFT calculation (ωB97M-V with the def2-TZVPD basis set) of a 2-piece molecular cluster, C26H30F2O3 overall.

The total charge is 0. As for the LUMO energy: -0.8377 eV. The orbital gap comes out at 0.24931 Eh. As for the max |F|: 2.70 eV/Å. The energy above the lowest of the compared OMol25 structures with the same formula, charge and spin comes out at 15.7 kcal/mol. The HOMO energy comes out at -7.62 eV.

Each line ends with the Mulliken charge.
Cartesian coordinates (Å):
C 4.02667 -0.12758 4.86920  -1.29
C 2.96934 0.86193 4.44154  -0.29
O 1.87913 0.11780 3.84019  -0.24
C 1.00230 0.85779 3.11292  -0.27
C -0.04320 0.00188 2.47134  2.38
C -1.01740 0.88201 1.80030  0.04
O -1.05852 1.12927 0.58850  -0.62
C -2.07494 1.56701 2.70621  -0.82
C -3.44844 0.91375 2.62494  -0.69
C -3.55524 -0.47765 3.21359  -0.74
C -2.83088 -1.54658 2.37407  -0.58
C -1.54664 -2.07539 3.00449  -1.63
C -0.50505 -1.03110 3.44554  -1.14
O 1.09471 2.06922 2.97164  -0.66
H 4.86423 0.42964 5.30170  0.41
H 3.64933 -0.82553 5.62964  0.34
H 4.40883 -0.71121 4.01945  0.30
H 2.58322 1.42394 5.30621  0.36
H 3.36590 1.56210 3.69700  0.38
H -1.71555 1.67478 3.74292  0.32
H -2.18259 2.57823 2.29519  0.41
H -4.16511 1.57251 3.12524  0.44
H -3.74263 0.87974 1.57019  0.30
H -3.19289 -0.48754 4.24612  0.34
H -4.62362 -0.72235 3.24014  0.29
H -3.51674 -2.39803 2.24806  0.61
H -2.63898 -1.17799 1.35761  0.30
H -1.80822 -2.65342 3.90541  0.45
H -1.05424 -2.78354 2.32560  0.56
H 0.37610 -1.60151 3.79372  0.35
H -0.86786 -0.50232 4.35735  0.42
C 0.17435 -4.47895 -3.16947  -1.50
C 0.37938 -3.31462 -2.24656  0.73
C 1.28751 -2.30323 -2.56582  0.13
F 1.91077 -2.40172 -3.78428  -0.38
C 1.55733 -1.21705 -1.73575  -0.98
C 0.96766 -1.14342 -0.43671  0.36
C 1.46250 -0.30506 0.64547  -0.44
C 2.37323 0.80190 0.32029  0.98
C 2.17444 1.63900 -0.80398  -0.86
C 3.18042 2.49938 -1.21892  0.27
F 2.97151 3.28592 -2.31853  -0.39
C 4.40996 2.63068 -0.57479  0.80
C 5.44655 3.57199 -1.07542  -1.49
C 4.57186 1.84771 0.57218  -0.82
C 3.59698 0.95990 1.01642  -0.64
C -0.03495 -2.10978 -0.17626  -0.12
C -0.29225 -3.16225 -1.03688  -0.81
H -0.58621 -5.15440 -2.75496  0.36
H -0.15421 -4.18405 -4.17410  0.31
H 1.09960 -5.05704 -3.28778  0.31
H 2.24725 -0.47050 -2.10175  0.53
H 1.67816 -0.88338 1.54493  0.64
H 1.25042 1.57263 -1.37612  0.69
H 6.30342 3.56510 -0.40151  0.37
H 5.81357 3.29532 -2.06805  0.31
H 5.08528 4.60280 -1.14339  0.31
H 5.51242 1.94875 1.11041  0.29
H 3.83068 0.30042 1.85418  0.70
H -0.60288 -1.99482 0.74062  0.01
H -1.04732 -3.91418 -0.74925  0.29

***

# 5
The following is a DFT calculation (ωB97M-V with the def2-TZVPD basis set) of a 2-piece molecular cluster, C3H9IN3 overall.

The total charge is +1. As for the LUMO energy: -3.7241 eV. The orbital gap comes out at 0.35067 Eh. As for the max |F|: 7.77 eV/Å. The energy above the lowest of the compared OMol25 structures with the same formula, charge and spin comes out at 47.7 kcal/mol. The HOMO energy comes out at -13.27 eV.

Each line ends with the Mulliken charge.
Cartesian coordinates (Å):
C -0.44093 0.49537 0.22467  0.32
C -0.86787 3.01032 0.00947  -0.57
C -1.40148 -1.62453 -0.29001  -0.83
N -0.72198 1.62243 0.22686  0.08
N 2.33819 -1.86252 0.36036  -1.00
N -0.31025 -0.69290 0.23785  -0.08
I 2.95095 0.03554 -0.13696  0.18
H -0.09244 3.74848 0.33874  0.30
H -0.88278 3.20881 -1.10618  0.29
H -1.80062 3.29508 0.59917  0.27
H -2.15158 -0.98020 -0.81835  0.35
H -1.96726 -2.03025 0.51757  0.32
H -0.87961 -2.37478 -1.02772  0.29
H 3.06298 -2.18181 0.94853  0.34
H 2.64676 -2.42275 -0.49088  0.35
H 0.51792 -1.24629 0.40688  0.38

***

# 6
The following is a DFT calculation (ωB97M-V with the def2-TZVPD basis set) of C3H5LiMgO3 as an isolated structure.

The total charge is +2. As for the LUMO energy: -10.0551 eV. The orbital gap comes out at 0.33397 Eh. As for the max |F|: 5.69 eV/Å. The HOMO energy comes out at -19.14 eV.

Each line ends with the Mulliken charge.
Cartesian coordinates (Å):
H -2.52262 -0.57784 -1.42066  0.41
O 1.41533 0.17398 -0.68832  -0.75
C 0.82130 0.78878 0.43027  -0.07
C -0.31918 0.02711 1.07559  -0.81
O -1.55527 0.06210 0.31166  -0.22
C -1.84254 -0.85079 -0.54612  0.33
O -1.02170 -1.56524 -1.14238  -0.48
Li 2.72150 1.25571 -1.37838  0.93
Mg 0.93035 -1.52514 -1.35586  1.12
H 0.45309 1.79491 0.16436  0.38
H 1.56544 0.91770 1.23627  0.39
H -0.58465 0.51744 2.01727  0.37
H -0.06104 -1.01872 1.29629  0.40

***

Number 1: energy -25140.05362 eV. Number 2: energy -8933.28480 eV. Number 3: energy -50014.89451 eV. Number 4: energy -39024.20521 eV. Number 5: energy -15818.93391 eV. Number 6: energy -14968.59407 eV.